<A>
The following is a DFT calculation (ωB97M-V/def2-TZVPD) of a cluster of 2 separate species, C3H11N2O in total.

The geometry in XYZ format:
```
17
Properties=species:S:1:pos:R:3:lowdin_charge:R:1
O 0.1515 -0.4330 0.7610 -0.001
N -0.3587 1.7144 1.2928 0.171
N 1.2638 -0.4259 -1.7054 0.139
C -1.1678 -0.0571 2.7259 0.010
C 0.4880 -0.9664 -2.8140 -0.052
C -0.4075 0.3793 1.5037 -0.541
H 0.4411 -2.0567 -2.7041 0.109
H -0.8298 -0.9919 3.1567 0.094
H 1.6745 0.4980 -1.8887 0.174
H -1.0071 2.2990 1.7894 0.117
H 0.3804 2.1148 0.7509 0.109
H -0.6018 -0.9360 -2.6651 0.107
H 2.0890 -0.9505 -1.4219 0.177
H 0.4856 -0.7698 -3.8687 0.100
H -2.2386 0.0482 2.5461 0.100
H 0.5983 -0.1519 -0.9623 0.099
H -0.9611 0.6856 3.5036 0.088
```

**Spin multiplicity**: 1
**Net charge**: +1
**Lowest unoccupied orbital energy**: -3.34 eV

***

<B>
The following is a DFT calculation (ωB97M-V/def2-TZVPD) of a cluster of 2 separate species, C3H11N2O in total.

The geometry in XYZ format:
```
17
Properties=species:S:1:pos:R:3:lowdin_charge:R:1
O -0.4789 3.2030 -0.4616 -0.060
N 0.9106 1.0280 -0.1021 0.108
N -0.2112 -1.0607 1.6467 0.098
C -0.1915 -1.0901 0.2367 -0.329
C 0.2265 -0.1201 -0.6429 -0.072
C -0.3410 -2.4832 -0.4294 -0.016
H -0.3443 4.0483 -1.0780 0.170
H 1.0821 0.6523 0.9120 0.183
H -1.4655 -2.5106 -0.6057 0.117
H -0.0540 -3.0487 0.4597 0.082
H 0.2641 -2.6047 -1.2751 0.056
H -1.0982 -0.9367 2.0390 0.088
H 0.4834 2.0933 -0.0870 0.132
H 0.4958 -1.5020 2.1507 0.085
H 1.7677 1.1199 -0.6566 0.159
H 0.3671 -0.1943 -1.7039 0.125
H -1.4128 3.4063 -0.4024 0.074
```

**Spin multiplicity**: 1
**Net charge**: +1
**Lowest unoccupied orbital energy**: -3.18 eV

***

What should be chosen as the least stable of them? Choose <B>.

***

<A>
The following is a DFT calculation (ωB97M-V/def2-TZVPD) of a cluster of 2 separate species, C3H11N2O in total.

The geometry in XYZ format:
```
17
Properties=species:S:1:pos:R:3:lowdin_charge:R:1
O 3.3249 1.6813 -0.2244 -0.063
N -0.7329 -0.1990 -0.3244 0.066
N 0.7095 0.8841 -1.7868 0.197
C -0.9058 -1.1319 0.8342 -0.181
C -2.3757 -1.2303 1.1606 -0.080
C 0.4441 0.0987 -0.7802 -0.159
H 0.0741 1.5654 -2.1785 0.143
H 3.3404 2.6178 0.0128 0.052
H -0.5664 -2.0961 0.4938 0.124
H 1.2643 -0.5057 -0.3901 0.171
H -2.9658 -1.5511 0.3036 0.086
H -0.3505 -0.6902 1.6573 0.128
H 3.9944 1.2951 0.3669 0.060
H -1.5115 0.3978 -0.5690 0.165
H 1.6671 1.1295 -1.9979 0.117
H -2.8337 -0.3059 1.4728 0.078
H -2.5765 -1.9596 1.9492 0.094
```

**Spin multiplicity**: 1
**Net charge**: +1
**Lowest unoccupied orbital energy**: -3.23 eV

***

<B>
The following is a DFT calculation (ωB97M-V/def2-TZVPD) of the ion C3H11N2O with charge +1.

The geometry in XYZ format:
```
17
Properties=species:S:1:pos:R:3:lowdin_charge:R:1
O 1.1294 0.6551 -0.5534 -0.105
N -0.1439 0.0290 1.3953 0.213
N 2.1068 -0.3001 0.0687 0.118
C -1.1576 1.3221 -0.5257 0.013
C -0.1041 0.2763 -0.0899 -0.551
C -0.4867 -1.2742 -0.7496 0.033
H -1.1713 1.3366 -1.5731 0.078
H 2.6078 0.3556 0.6282 0.096
H 0.3730 -0.8622 1.6089 0.168
H -1.1930 -0.2296 1.4955 0.205
H -1.2943 -1.2573 -1.4941 0.072
H 0.4712 -1.7243 -1.2723 0.110
H -2.1995 1.2584 -0.1199 0.121
H -0.7715 -1.9399 0.1642 0.092
H -0.7066 2.2566 -0.2819 0.083
H 2.4923 -0.6343 -0.7819 0.092
H 0.0481 0.7325 2.0811 0.162
```

**Spin multiplicity**: 1
**Net charge**: +1
**Lowest unoccupied orbital energy**: -3.55 eV

***

<C>
The following is a DFT calculation (ωB97M-V/def2-TZVPD) of a cluster of 2 separate species, C3H11N2O in total.

The geometry in XYZ format:
```
17
Properties=species:S:1:pos:R:3:lowdin_charge:R:1
O 2.6594 -0.3966 1.1885 -0.022
N -1.1770 -0.4099 -2.2876 0.070
N 0.3213 1.0804 0.7960 0.213
C -0.3945 0.2890 -1.3225 -0.131
C -1.6367 -0.5561 0.6865 -0.019
C -0.6647 0.3328 -0.0186 -0.300
H 0.2797 0.9962 -1.7996 0.128
H 3.3564 0.2513 1.2309 0.065
H 1.1533 0.4921 1.0232 0.103
H -0.6542 -0.4056 -3.1582 0.092
H -2.3520 -0.9757 -0.0114 0.088
H 0.6075 1.9820 0.4225 0.172
H -2.2514 0.0181 1.3887 0.094
H -1.1253 -1.3885 -2.0112 0.095
H -1.0563 -1.3239 1.2120 0.099
H 3.0608 -1.2394 0.9603 0.080
H -0.1263 1.2537 1.7006 0.171
```

**Spin multiplicity**: 1
**Net charge**: +1
**Lowest unoccupied orbital energy**: -3.27 eV

***

<D>
The following is a DFT calculation (ωB97M-V/def2-TZVPD) of a cluster of 2 separate species, C3H11N2O in total.

The geometry in XYZ format:
```
17
Properties=species:S:1:pos:R:3:lowdin_charge:R:1
O -0.3175 -0.6876 -0.8361 -0.053
N -0.9573 -0.8204 1.5252 0.062
N 0.5719 0.3705 -1.1729 -0.214
C 0.1044 1.6288 -0.5922 0.037
C 1.9038 0.0580 -0.7385 -0.020
C -2.1103 -1.3672 1.7058 0.049
H 2.6772 0.7530 -1.2800 0.157
H -0.8772 1.7849 -0.9367 0.102
H 2.2390 -1.0075 -1.0744 0.147
H 0.4576 0.2398 -2.1770 0.204
H -0.2694 -0.9781 2.2071 0.076
H -0.1427 1.4614 0.4330 0.100
H 2.0969 -0.1332 0.2723 0.083
H -2.7432 -1.6924 2.5470 0.115
H -2.6830 -1.1647 0.8864 0.051
H 0.6961 2.4220 -0.9036 0.098
H -0.6463 -0.8675 0.1347 0.006
```

**Spin multiplicity**: 1
**Net charge**: +1
**Lowest unoccupied orbital energy**: -3.46 eV

***

What should be chosen as the least stable of them? Choose <D>.

***

<A>
The following is a DFT calculation (ωB97M-V/def2-TZVPD) of a cluster of 2 separate species, C3H11N2O in total.

The geometry in XYZ format:
```
17
Properties=species:S:1:pos:R:3:lowdin_charge:R:1
O -0.0588 1.6731 1.6830 -0.071
N -0.9042 -2.1338 1.4975 0.145
N -0.2642 -0.8620 -0.4168 0.035
C 0.4632 1.1572 -1.5550 -0.125
C 0.8032 -0.2325 -1.2908 -0.226
C -0.2276 -1.0518 0.9471 -0.074
H -0.4783 1.2344 -2.0678 0.085
H 0.5355 1.7667 -0.6250 0.057
H 0.7563 -0.8687 -2.3247 0.177
H 1.8740 -0.2986 -0.6910 0.181
H -0.9186 2.0183 1.8781 0.048
H -1.6216 -2.5617 0.9817 0.092
H 0.3358 2.2751 0.9807 0.072
H 1.1954 1.6171 -2.2675 0.111
H -0.9833 -2.0329 2.6080 0.198
H 0.4351 -0.3641 1.6235 0.168
H -0.9420 -1.3358 -0.9609 0.129
```

**Spin multiplicity**: 1
**Net charge**: +1
**Lowest unoccupied orbital energy**: -3.93 eV

***

<B>
The following is a DFT calculation (ωB97M-V/def2-TZVPD) of a cluster of 2 separate species, C3H11N2O in total.

The geometry in XYZ format:
```
17
Properties=species:S:1:pos:R:3:lowdin_charge:R:1
O 0.0071 -1.2965 -1.3122 -0.109
N -0.0344 -2.0649 1.0359 0.043
N 0.7316 1.2400 -0.4579 0.168
C 0.3689 -2.3275 -0.3021 -0.269
C -1.0420 2.6145 0.4317 0.086
C -0.1372 1.6686 0.6229 -0.161
H -1.6716 2.9094 1.2577 0.085
H 0.6338 -1.5046 1.5328 0.064
H 1.4505 -2.3921 -0.3722 0.125
H -0.9418 -1.6269 1.1117 0.082
H 0.0075 1.1802 1.5717 0.116
H 0.5689 1.7496 -1.3271 0.168
H -1.2461 3.0204 -0.5517 0.085
H -0.9219 -1.4222 -1.5255 0.098
H 0.5705 0.2173 -0.7618 0.119
H -0.0792 -3.2397 -0.6895 0.123
H 1.7354 1.2744 -0.2645 0.176
```

**Spin multiplicity**: 1
**Net charge**: +1
**Lowest unoccupied orbital energy**: -3.35 eV

***

What should be chosen as the least stable of them? Choose <A>.

***

<A>
The following is a DFT calculation (ωB97M-V/def2-TZVPD) of a cluster of 2 separate species, CH3ClIN in total.

The geometry in XYZ format:
```
7
Properties=species:S:1:pos:R:3:lowdin_charge:R:1
I 4.0026 -0.3719 0.4626 0.391
Cl -0.8091 -1.1134 0.7532 0.538
N -2.1898 0.8016 -0.6492 0.045
C -2.0518 -0.3635 -0.2762 -0.697
H -2.7292 -0.9728 -0.7651 0.039
H -1.3755 1.4325 -0.4323 0.077
H 5.1529 0.5874 0.9070 -0.393
```

**Spin multiplicity**: 1
**Lowest unoccupied orbital energy**: 0.63 eV

***

<B>
The following is a DFT calculation (ωB97M-V/def2-TZVPD) of a structure of composition CH3ClIN.

The geometry in XYZ format:
```
7
Properties=species:S:1:pos:R:3:lowdin_charge:R:1
I 0.6731 2.2538 1.1790 0.648
Cl 0.3043 -0.7381 1.8292 0.496
N -0.1094 -0.3476 -1.1373 -0.068
C -0.2440 0.7325 2.2785 -1.128
H 0.6600 -1.0301 -1.2912 0.020
H -0.8989 -0.9751 -0.8438 0.018
H -0.3851 0.1047 -2.0144 0.014
```

**Spin multiplicity**: 1
**Lowest unoccupied orbital energy**: -0.88 eV

***

What should be chosen as the least stable of them? Choose <B>.

***

<A>
The following is a DFT calculation (ωB97M-V/def2-TZVPD) of a cluster of 2 separate species, C4H13NO2 in total.

The geometry in XYZ format:
```
20
Properties=species:S:1:pos:R:3:lowdin_charge:R:1
O 1.9894 -1.8125 0.2037 -0.125
O 2.9940 0.9168 0.0303 -0.043
N -1.2005 0.2712 0.0483 -0.286
C -2.4665 -0.4016 -0.2474 -0.087
C 0.7876 -1.0162 0.6564 -0.211
C -1.0664 1.6960 0.0485 -0.104
C -0.0131 -0.3901 -0.4324 -0.234
H 0.1971 -1.8930 1.1306 0.131
H -0.2898 2.0372 0.6544 0.056
H 1.6303 -2.5301 -0.3372 0.069
H -0.2292 -1.0508 -1.3246 0.147
H 1.1736 -0.4826 1.5051 0.106
H -0.8853 2.1108 -1.0440 0.121
H 0.7280 0.3492 -0.7181 0.091
H -1.9838 2.1099 0.4408 0.074
H -3.3812 0.0346 0.2111 0.086
H 3.6678 1.5779 0.0672 0.023
H 3.4459 0.1828 0.4764 0.044
H -2.3043 -1.3871 -0.0083 0.041
H -2.7937 -0.3225 -1.3609 0.102
```

**Spin multiplicity**: 1
**Lowest unoccupied orbital energy**: 0.83 eV

***

<B>
The following is a DFT calculation (ωB97M-V/def2-TZVPD) of a cluster of 3 separate species, C4H13NO2 in total.

The geometry in XYZ format:
```
20
Properties=species:S:1:pos:R:3:lowdin_charge:R:1
O 2.5543 0.7783 0.1997 -0.067
O 0.9626 -1.0264 2.3166 -0.050
N -0.6609 -0.8360 -1.7485 -0.131
C -1.4540 0.1326 0.3243 -0.174
C -1.8596 1.3054 1.1604 -0.113
C -1.2123 0.1944 -0.9814 -0.206
C 0.6440 -0.5130 -2.3867 -0.080
H 1.2152 -0.1455 -1.5412 0.048
H 0.4455 0.2987 -3.0727 0.071
H 3.3013 0.5439 0.7533 0.030
H -0.6752 -1.7693 -1.3719 0.097
H 1.5690 -1.1010 3.0632 0.049
H -1.3575 1.1096 -1.5578 0.120
H -2.7209 1.0836 1.7854 0.063
H -1.1611 -0.7566 0.8635 0.079
H -2.0061 2.2310 0.6147 0.070
H -1.0647 1.4877 1.8785 0.063
H 0.7974 -1.9406 2.0631 0.046
H 1.7657 0.3518 0.5609 -0.001
H 0.9175 -1.4288 -2.9233 0.085
```

**Spin multiplicity**: 1
**Lowest unoccupied orbital energy**: 0.34 eV

***

What should be chosen as the least stable of them? Choose <A>.

***

<A>
The following is a DFT calculation (ωB97M-V/def2-TZVPD) of the molecule C4H3NO2.

The geometry in XYZ format:
```
10
Properties=species:S:1:pos:R:3:lowdin_charge:R:1
O 0.9505 -0.3908 0.6439 -0.059
O -0.5820 -3.5604 0.7539 0.166
N -0.0554 -1.3028 0.4325 0.100
C -0.2123 -2.4654 0.6722 -0.296
C -0.4957 1.6320 0.0594 0.033
C 0.7534 0.8394 -0.0444 -0.286
C -0.2976 1.0180 -1.0780 0.026
H -0.6377 0.7562 -2.0485 0.092
H 1.7298 1.3048 -0.0894 0.130
H -1.1529 2.1689 0.6985 0.093
```

**Spin multiplicity**: 1
**Lowest unoccupied orbital energy**: 0.76 eV

***

<B>
The following is a DFT calculation (ωB97M-V/def2-TZVPD) of the molecule C4H3NO2.

The geometry in XYZ format:
```
10
Properties=species:S:1:pos:R:3:lowdin_charge:R:1
O -0.9915 -0.3264 -0.2744 0.087
O -0.7684 1.9579 -1.9283 0.087
N 1.1058 0.0145 0.3816 0.143
C -0.6456 -1.3484 0.5428 -0.075
C 0.1057 0.4539 -0.3162 -0.334
C 0.0161 1.7435 -1.0377 -0.168
C 0.6393 -1.1622 0.9327 -0.104
H -1.4189 -2.0654 0.7668 0.126
H 1.2494 -1.7758 1.5803 0.109
H 0.7082 2.5083 -0.6476 0.130
```

**Spin multiplicity**: 1
**Lowest unoccupied orbital energy**: -0.11 eV

***

<C>
The following is a DFT calculation (ωB97M-V/def2-TZVPD) of the molecule C4H3NO2.

The geometry in XYZ format:
```
10
Properties=species:S:1:pos:R:3:lowdin_charge:R:1
O 0.6797 0.3239 0.9823 0.081
O 1.0587 -1.8567 1.4556 0.091
N -0.6117 -0.3299 -1.1843 0.102
C -0.2217 -1.2766 -0.4441 -0.089
C -0.5312 1.0146 -0.7492 -0.116
C 0.1501 1.3237 0.3517 -0.140
C 0.5312 -1.0274 0.6936 -0.409
H 0.4712 2.2562 0.9003 0.159
H -1.3068 1.8877 -1.0854 0.159
H -0.2194 -2.3155 -0.9206 0.161
```

**Spin multiplicity**: 1
**Lowest unoccupied orbital energy**: -0.44 eV

***

What should be chosen as the least stable of them? Choose <A>.

***

<A>
The following is a DFT calculation (ωB97M-V/def2-TZVPD) of the molecule C4H3NO2.

The geometry in XYZ format:
```
10
Properties=species:S:1:pos:R:3:lowdin_charge:R:1
O -1.7373 -2.5387 -0.5688 0.093
O -0.8432 -0.1460 1.0559 0.058
N 0.6079 0.0885 -0.6760 0.087
C 0.5125 1.4089 1.3184 0.235
C -0.3883 -0.5455 -0.0650 -0.415
C -0.8867 -1.7579 -0.8939 -0.159
C 0.9857 1.1103 0.1195 -0.248
H -0.3621 -1.8154 -1.8731 0.126
H 1.8021 1.7808 -0.1471 0.126
H 0.3093 2.4151 1.7301 0.096
```

**Spin multiplicity**: 1
**Lowest unoccupied orbital energy**: -1.05 eV

***

<B>
The following is a DFT calculation (ωB97M-V/def2-TZVPD) of the molecule C4H3NO2.

The geometry in XYZ format:
```
10
Properties=species:S:1:pos:R:3:lowdin_charge:R:1
O -2.3610 0.9938 -1.0493 0.076
O 1.3981 -1.0770 0.3499 -0.037
N 0.2486 -1.2256 -0.3321 0.136
C -0.3750 -0.0826 -0.3281 -0.277
C 1.4407 0.2516 0.7763 -0.212
C -1.6954 -0.0081 -1.0132 -0.216
C 0.3543 1.0189 0.3154 0.078
H 2.4108 0.5828 1.1325 0.142
H -2.0246 -0.9548 -1.4783 0.124
H 0.6471 0.4971 1.6473 0.186
```

**Spin multiplicity**: 1
**Lowest unoccupied orbital energy**: -0.58 eV

***

What should be chosen as the least stable of them? Choose <B>.